## P
# C2H3N3O

An isolated molecule of C2H3N3O (ωB97M-V/def2-TZVPD, the Open Molecules 2025 dataset).

The geometry in XYZ format:
```
9
Properties=species:S:1:pos:R:3:nbo_charge:R:1
O 2.21133 -0.76612 -0.24575 -0.608
C 1.03147 -0.50335 -0.30749 0.712
N -0.11390 -1.27935 -0.55827 -0.507
C -1.08991 -0.53431 -0.15240 0.269
N -0.71468 0.66204 0.41907 -0.421
N 0.64188 0.78098 0.05997 -0.485
H -2.14370 -0.81318 -0.21850 0.209
H -1.30893 1.48486 0.34422 0.405
H 1.45024 0.97845 0.66041 0.425
```

The value obtained for the HOMO energy is -9.58 eV. The SMILES is O=c1nc[nH][nH]1. Its spin multiplicity is 1. For the orbital gap, the calculation gives 10.2 eV.

=====

## Q
# C2H3N3O

An isolated molecule of C2H3N3O (ωB97M-V/def2-TZVPD, the Open Molecules 2025 dataset).

The geometry in XYZ format:
```
9
Properties=species:S:1:pos:R:3:nbo_charge:R:1
O -1.11814 0.65787 1.51416 -0.469
N -0.34607 0.22033 0.44947 0.132
C 0.10616 -1.05341 0.22272 -0.167
C 0.85928 -0.95058 -0.86894 -0.105
N 0.79017 0.32067 -1.37229 -0.246
N -0.01717 0.94764 -0.52399 -0.062
H -1.05099 -0.14344 2.14185 0.480
H -0.09886 -1.67797 1.13586 0.211
H 1.31390 -1.83803 -1.38603 0.226
```

The value obtained for the HOMO energy is -10.29 eV. The SMILES is On1ccnn1. Its spin multiplicity is 1. For the orbital gap, the calculation gives 10.6 eV.

=====

Energetically preferred structure: P | next structure: +63.1 kcal/mol

=====

## P
# C2H3N3O

An isolated molecule of C2H3N3O (ωB97M-V/def2-TZVPD, the Open Molecules 2025 dataset).

The geometry in XYZ format:
```
9
Properties=species:S:1:pos:R:3:nbo_charge:R:1
N -0.83535 -1.19778 -0.44976 -0.323
C -0.68489 0.12766 0.08069 0.169
C 0.60282 0.83407 -0.03458 -0.335
N 1.71929 0.17444 0.04761 0.092
N 2.70209 -0.38759 0.11993 0.030
O -0.82313 -0.92376 0.99192 -0.384
H -1.82796 -1.34203 -0.66209 0.332
H -1.53765 0.80692 0.02531 0.181
H 0.68478 1.90806 -0.11903 0.238
```

The value obtained for the HOMO energy is -8.77 eV. Its spin multiplicity is 1. For the orbital gap, the calculation gives 9.3 eV.

=====

## Q
# C2H3N3O

An isolated molecule of C2H3N3O (ωB97M-V/def2-TZVPD, the Open Molecules 2025 dataset).

The geometry in XYZ format:
```
9
Properties=species:S:1:pos:R:3:nbo_charge:R:1
O 1.96572 0.19256 -0.22294 -0.644
C 0.66324 -0.02805 -0.02952 0.426
C -0.31999 0.99623 0.12006 -0.111
N -1.44320 0.43141 0.41507 -0.221
N -1.22053 -0.94146 0.36235 -0.259
N 0.10216 -1.20171 0.05416 -0.323
H 2.40636 -0.66948 -0.24476 0.499
H -0.25587 2.05955 -0.02316 0.224
H -1.89789 -0.83904 -0.43127 0.410
```

The value obtained for the HOMO energy is -10.10 eV. The SMILES is Oc1cn[nH]n1. Its spin multiplicity is 1. For the orbital gap, the calculation gives 10.9 eV.

=====

## R
# C2H3N3O

A cluster of 2 separate species, C2H3N3O in total (ωB97M-V/def2-TZVPD, the Open Molecules 2025 dataset).

The geometry in XYZ format:
```
9
Properties=species:S:1:pos:R:3:nbo_charge:R:1
H 0.73009 -1.09813 -1.92085 0.377
N 0.31251 -0.44783 -1.25950 -0.738
C 0.95283 -0.38861 -0.18658 0.660
N 1.04418 0.24811 1.03439 -0.302
O 1.98704 -0.85352 0.49407 -0.360
H 0.44676 -0.22981 1.71798 0.370
C -1.84272 0.87398 -0.01020 0.099
N -1.79270 1.00404 1.13228 -0.363
H -1.80379 0.70793 -1.06787 0.258
```

The value obtained for the HOMO energy is -11.22 eV. The SMILES is [H]/N=C1/NO1.C#N. Its spin multiplicity is 1. For the orbital gap, the calculation gives 12.0 eV.

=====

## S
# C2H3N3O

A structure of composition C2H3N3O (ωB97M-V/def2-TZVPD, the Open Molecules 2025 dataset).

The geometry in XYZ format:
```
9
Properties=species:S:1:pos:R:3:nbo_charge:R:1
O -2.00800 -0.42136 0.13457 -0.662
C -0.76214 0.07059 0.10977 0.680
N 0.18939 -0.90877 -0.28650 -0.656
C 1.27553 -0.31735 -0.21651 0.668
N 2.25949 0.39073 -0.10801 -0.536
N -0.42004 1.25360 0.40769 -0.766
H -1.96765 -1.34853 -0.13728 0.497
H 2.63020 -0.56744 -0.58052 0.405
H -1.19678 1.84853 0.67677 0.369
```

The value obtained for the HOMO energy is -9.81 eV. Its spin multiplicity is 1. For the orbital gap, the calculation gives 10.4 eV.

=====

Energetically preferred structure: Q | next structure: +4.5 kcal/mol

=====

## P
# C2H3N3O

An isolated molecule of C2H3N3O (ωB97M-V/def2-TZVPD, the Open Molecules 2025 dataset).

The geometry in XYZ format:
```
9
Properties=species:S:1:pos:R:3:nbo_charge:R:1
O -1.92916 -0.71914 -0.93282 -0.546
C -0.83987 -0.45823 -0.48791 0.599
N 0.18896 -1.37205 -0.18054 -0.372
N 1.16967 -0.59394 0.19619 -0.009
N 1.07417 0.66782 0.31838 -0.186
C -0.32894 0.87232 0.05593 -0.416
H -0.84080 0.80574 1.02993 0.261
H 2.06311 -1.02693 0.42152 0.414
H -0.55713 1.82441 -0.42069 0.255
```

The value obtained for the HOMO energy is -9.60 eV. Its spin multiplicity is 1. For the orbital gap, the calculation gives 9.4 eV.

=====

## Q
# C2H3N3O

A structure of composition C2H3N3O (ωB97M-V/def2-TZVPD, the Open Molecules 2025 dataset).

The geometry in XYZ format:
```
9
Properties=species:S:1:pos:R:3:nbo_charge:R:1
O -1.13641 -1.16757 1.63325 -0.647
C -0.38622 -0.30575 0.96507 0.567
N 0.79121 -0.42016 0.54942 -0.229
N 1.22805 0.08293 -0.55883 -0.501
C -0.38983 1.13613 -1.09793 0.164
N -1.27353 0.80018 -0.35445 -0.441
H -1.01162 -2.06228 1.26856 0.493
H 2.23442 0.26522 -0.42903 0.362
H -0.05607 1.67129 -1.97607 0.232
```

The value obtained for the HOMO energy is -8.79 eV. Its spin multiplicity is 1. For the orbital gap, the calculation gives 9.2 eV.

=====

Energetically preferred structure: P | next structure: +49.3 kcal/mol